#w
C19H13Co2N2O6 as an isolated structure, computed with wB97M-V/def2-TZVPD.

Structure (ORCA input):
```
! wB97M-V def2-TZVPD RIJCOSX def2/J DEFGRID3
* xyz -1 1
O 1.17 4.93 -0.94
C 1.38 3.78 -0.98
Co 1.83 1.97 -1.13
C 1.02 1.61 -2.70
O 0.56 1.46 -3.76
C 3.40 2.32 -2.02
O 4.31 2.71 -2.62
C 2.21 0.74 0.12
C 0.91 0.99 0.05
C -0.39 0.76 0.60
C -1.51 0.46 -0.45
C -2.73 1.12 -0.36
C -3.80 0.70 -1.19
C -3.57 -0.28 -2.18
C -2.30 -0.83 -2.35
C -1.23 -0.42 -1.48
Co 2.88 -0.24 -1.40
C 4.57 -0.07 -1.82
O 5.69 -0.03 -2.08
C 2.16 -0.93 -2.86
O 1.73 -1.45 -3.79
C 2.96 -1.70 -0.46
O 2.97 -2.66 0.19
H 2.82 0.89 1.02
H -0.67 1.69 1.19
H -2.84 1.97 0.33
H -4.75 1.21 -1.13
H -4.38 -0.61 -2.85
H -2.01 -1.49 -3.16
H -0.21 -0.81 -1.59
C -0.96 -2.99 4.02
N -0.93 -1.76 3.29
C -0.44 -1.48 2.06
N -0.63 -0.19 1.86
C -1.30 0.35 2.94
C -1.48 -0.61 3.85
H -1.33 -2.72 5.02
H -1.65 -3.71 3.56
H 0.05 -3.42 4.09
H 0.03 -2.15 1.33
H -1.60 1.37 2.94
H -1.96 -0.50 4.82
*
```

* E_HOMO: -0.041 hartree
* Kohn-Sham gap: 2.92 eV
* lowest unoccupied orbital energy: 1.8 eV



#x
C19H13Co2N2O6 as an isolated structure, computed with wB97M-V/def2-TZVPD.

Structure (ORCA input):
```
! wB97M-V def2-TZVPD RIJCOSX def2/J DEFGRID3
* xyz -1 1
O 1.54 0.84 -2.79
C 1.04 0.31 -1.85
Co 0.60 0.13 -0.07
C -0.25 -0.45 -1.74
O -1.35 0.08 -2.31
C 2.06 -0.48 0.71
O 2.92 -0.95 1.33
C -0.13 1.65 0.67
C 0.74 2.65 1.21
C 1.51 2.33 2.33
C 2.54 3.18 2.74
C 2.79 4.36 2.03
C 1.97 4.71 0.96
C 0.94 3.87 0.55
C -1.06 1.25 -0.28
C -1.58 1.41 -1.62
Co -1.37 0.40 1.21
C -0.50 -1.20 1.47
O -0.34 -2.27 1.91
C -2.79 -0.35 0.55
O -3.72 -0.85 0.08
C -1.96 1.02 2.72
O -2.40 1.42 3.72
H 1.34 1.40 2.88
H 3.15 2.91 3.60
H 3.61 5.01 2.33
H 2.13 5.63 0.43
H 0.29 4.12 -0.28
H -2.67 1.53 -1.72
H -1.07 2.20 -2.19
C -1.66 -5.21 -1.50
C -0.95 -3.91 -1.62
C -1.33 -2.66 -1.96
N -0.18 -1.83 -1.87
C 0.84 -2.60 -1.38
N 0.39 -3.84 -1.31
H -2.74 -5.04 -1.60
H -1.36 -5.94 -2.27
H -1.48 -5.67 -0.51
H -2.29 -2.29 -2.31
H 1.86 -2.24 -1.29
H 0.94 -4.62 -0.97
*
```

* E_HOMO: -0.094 hartree
* Kohn-Sham gap: 5.01 eV
* lowest unoccupied orbital energy: 2.5 eV



Energies relative to the minimum, kJ/mol: #w 99.4; #x 0.0



#w
One molecule with the formula C2H7NO, computed with wB97M-V/def2-TZVPD.

Structure (ORCA input):
```
! wB97M-V def2-TZVPD RIJCOSX def2/J DEFGRID3
* xyz 0 1
C 0.67 0.64 0.21
C -0.73 0.49 -0.25
H 2.18 -0.56 -0.86
H 0.63 -1.34 -0.06
H 0.97 1.59 -0.37
H 0.73 1.15 1.29
H -0.73 0.57 -1.29
H -1.20 1.48 0.01
H -1.43 -0.51 0.97
N 1.51 -0.60 0.03
O -1.42 -0.62 0.04
*
```

* E_HOMO: -0.342 hartree
* Kohn-Sham gap: 10.18 eV
* SMILES string: NCCO
* lowest unoccupied orbital energy: 0.9 eV



#x
A 2-piece molecular cluster, C2H7NO overall, computed with wB97M-V/def2-TZVPD.

Structure (ORCA input):
```
! wB97M-V def2-TZVPD RIJCOSX def2/J DEFGRID3
* xyz 0 1
C 1.46 -0.30 -0.34
O 1.10 1.05 0.12
H 1.83 1.67 0.03
H 2.14 -0.23 -1.19
H 2.06 -0.72 0.46
H -0.31 -0.47 0.84
C -2.18 0.01 0.15
N -1.17 -0.74 0.17
H 0.53 -1.01 -0.71
H -2.33 1.05 -0.13
H -3.11 -0.31 0.61
*
```

* E_HOMO: -0.302 hartree
* Kohn-Sham gap: 8.65 eV
* SMILES string: C=N.CO
* lowest unoccupied orbital energy: 0.4 eV



#y
A 2-piece molecular cluster, C2H7NO overall, computed with wB97M-V/def2-TZVPD.

Structure (ORCA input):
```
! wB97M-V def2-TZVPD RIJCOSX def2/J DEFGRID3
* xyz 0 1
O 2.04 1.17 -0.30
H 1.32 1.70 -0.62
C -0.82 -0.94 0.02
C -0.87 -0.17 -1.07
N -0.61 -0.42 1.31
H -1.56 -1.74 0.06
H -0.53 0.87 -1.04
H -1.03 -0.63 -2.05
H -0.67 0.60 1.33
H 1.72 0.26 -0.25
H -1.16 -0.77 2.09
*
```

* E_HOMO: -0.324 hartree
* Kohn-Sham gap: 9.74 eV
* SMILES string: C=CN.O
* lowest unoccupied orbital energy: 0.9 eV



#z
A 2-piece molecular cluster, C2H7NO overall, computed with wB97M-V/def2-TZVPD.

Structure (ORCA input):
```
! wB97M-V def2-TZVPD RIJCOSX def2/J DEFGRID3
* xyz 0 1
C -1.32 -1.74 0.20
N -0.32 -0.94 0.76
H -2.05 -1.18 -0.35
H -1.38 -2.74 0.45
H 0.18 -1.50 1.41
H -0.05 0.09 0.39
C 0.98 1.51 -0.56
O 0.61 1.47 0.69
H 1.43 0.70 -1.14
H 0.20 1.96 -1.31
H 1.73 2.36 -0.55
*
```

* E_HOMO: -0.254 hartree
* Kohn-Sham gap: 5.14 eV
* lowest unoccupied orbital energy: -1.8 eV



Energies relative to the minimum, kJ/mol: #w 68.2; #x 285.3; #y 0.0; #z 317.8



#w
A 2-piece molecular cluster, C2H7NO overall, computed with wB97M-V/def2-TZVPD.

Structure (ORCA input):
```
! wB97M-V def2-TZVPD RIJCOSX def2/J DEFGRID3
* xyz 0 1
C 0.80 -0.30 0.33
C -1.83 0.16 -0.50
N 2.06 0.27 0.31
O 0.10 -0.18 1.39
H 2.84 -0.20 -0.13
H 2.27 0.94 1.03
H 0.81 -1.26 -0.21
H -0.54 0.24 -0.68
H -2.24 -0.02 0.49
H -2.32 1.05 -0.89
H -1.96 -0.71 -1.14
*
```

* E_HOMO: -0.354 hartree
* Kohn-Sham gap: 10.41 eV
* SMILES string: NC=O.C
* lowest unoccupied orbital energy: 0.8 eV



#x
A 2-piece molecular cluster, C2H7NO overall, computed with wB97M-V/def2-TZVPD.

Structure (ORCA input):
```
! wB97M-V def2-TZVPD RIJCOSX def2/J DEFGRID3
* xyz 0 1
N -1.78 -0.11 0.82
H -2.76 -0.14 1.04
H -1.63 0.84 0.50
H -1.27 -0.09 1.71
O 1.52 1.04 0.80
C 1.15 0.71 -0.29
C 0.96 -0.68 -0.83
H 0.95 1.55 -0.99
H 1.96 -1.07 -1.01
H 0.30 -0.69 -1.69
H 0.60 -1.36 -0.06
*
```

* E_HOMO: -0.360 hartree
* Kohn-Sham gap: 10.86 eV
* SMILES string: CC=O.N
* lowest unoccupied orbital energy: 1.1 eV



#y
One molecule with the formula C2H7NO, computed with wB97M-V/def2-TZVPD.

Structure (ORCA input):
```
! wB97M-V def2-TZVPD RIJCOSX def2/J DEFGRID3
* xyz 0 1
C 0.02 -0.28 0.76
C 0.69 -0.09 -0.56
H -1.64 -1.15 0.00
H -1.61 0.43 -0.19
H 0.37 -1.28 1.21
H 0.24 0.62 1.46
H 0.39 -0.76 -1.35
H 1.82 -0.18 -0.42
H 0.75 1.81 -0.39
N -1.45 -0.33 0.54
O 0.43 1.22 -1.06
*
```

* E_HOMO: -0.349 hartree
* Kohn-Sham gap: 10.49 eV
* SMILES string: NCCO
* lowest unoccupied orbital energy: 1.0 eV



#z
A 2-piece molecular cluster, C2H7NO overall, computed with wB97M-V/def2-TZVPD.

Structure (ORCA input):
```
! wB97M-V def2-TZVPD RIJCOSX def2/J DEFGRID3
* xyz 0 1
O -1.25 3.21 -1.45
H -0.87 2.41 -1.79
C 0.45 -0.69 0.50
C -0.83 -1.05 0.34
N 1.49 -1.60 0.58
H 0.79 0.34 0.62
H -0.99 -2.10 0.13
H -1.62 -0.32 0.24
H 1.28 -2.53 0.80
H -0.83 3.53 -0.66
H 2.40 -1.21 0.68
*
```

* E_HOMO: -0.302 hartree
* Kohn-Sham gap: 9.04 eV
* SMILES string: C=CN.O
* lowest unoccupied orbital energy: 0.8 eV



Energies relative to the minimum, kJ/mol: #w 144.8; #x 0.0; #y 26.1; #z 39.1



#w
C4H9N3 as an isolated structure, computed with wB97M-V/def2-TZVPD.

Structure (ORCA input):
```
! wB97M-V def2-TZVPD RIJCOSX def2/J DEFGRID3
* xyz 0 1
C -1.44 1.00 0.07
C -0.92 -0.28 -0.08
C 2.17 0.58 -0.35
C 1.44 -0.47 0.54
N -2.75 0.45 -0.01
N -2.36 -0.85 -0.35
N 0.26 -0.97 -0.17
H -1.24 1.98 0.55
H 3.25 0.32 -0.50
H 1.66 0.55 -1.31
H 2.27 1.58 0.05
H 2.06 -1.33 0.57
H 1.34 0.14 1.46
H -3.31 0.81 -0.86
H -2.58 -1.54 0.38
H 0.14 -1.98 -0.01
*
```

* E_HOMO: -0.274 hartree
* Kohn-Sham gap: 8.41 eV
* lowest unoccupied orbital energy: 1.0 eV



#x
A 2-piece molecular cluster, C4H9N3 overall, computed with wB97M-V/def2-TZVPD.

Structure (ORCA input):
```
! wB97M-V def2-TZVPD RIJCOSX def2/J DEFGRID3
* xyz 0 1
C -1.86 0.73 -0.18
C -1.84 -1.64 0.32
C 1.35 0.78 0.81
C 2.63 -0.24 -0.93
N -2.13 1.93 -0.18
N -1.40 -0.35 -0.06
N 1.92 -0.31 0.10
H -1.17 -2.35 0.08
H -1.89 -1.60 1.37
H -2.67 -1.79 -0.27
H 1.22 0.67 1.91
H 2.01 1.65 0.59
H 0.44 0.79 0.26
H 2.93 0.65 -1.52
H 2.99 -1.20 -1.27
H -2.52 2.27 -1.05
*
```

* E_HOMO: -0.328 hartree
* Kohn-Sham gap: 9.76 eV
* SMILES string: CN=C=N.C=NC
* lowest unoccupied orbital energy: 0.8 eV



Energies relative to the minimum, kJ/mol: #w 97.7; #x 0.0



#w
One molecule with the formula C3H6N2, computed with wB97M-V/def2-TZVPD.

Structure (ORCA input):
```
! wB97M-V def2-TZVPD RIJCOSX def2/J DEFGRID3
* xyz 0 1
C 1.30 0.10 0.64
C -0.97 -0.79 0.04
C -0.77 0.79 -0.22
H 1.51 -0.49 -1.03
H 1.65 0.25 1.56
H -1.98 -1.15 0.10
H -0.60 -1.35 -0.86
H -0.32 1.48 -0.78
H -1.68 1.35 0.03
N 2.06 -0.13 -0.33
N -0.20 -0.06 0.86
*
```

* E_HOMO: -0.343 hartree
* Kohn-Sham gap: 10.40 eV
* SMILES string: [H]/N=C\N1CC1
* lowest unoccupied orbital energy: 1.1 eV



#x
One molecule with the formula C3H6N2, computed with wB97M-V/def2-TZVPD.

Structure (ORCA input):
```
! wB97M-V def2-TZVPD RIJCOSX def2/J DEFGRID3
* xyz 0 1
C -0.48 0.67 1.32
N 0.30 -0.25 0.50
C -0.03 -0.87 -0.77
C 0.53 -0.08 -1.89
N 1.10 0.61 -2.62
H 0.10 1.59 1.49
H -0.66 0.22 2.31
H -1.45 0.99 0.93
H 1.25 0.06 0.45
H 0.46 -1.86 -0.79
H -1.10 -1.07 -0.92
*
```

* E_HOMO: -0.339 hartree
* Kohn-Sham gap: 10.10 eV
* SMILES string: CNCC#N
* lowest unoccupied orbital energy: 0.9 eV



Energies relative to the minimum, kJ/mol: #w 296.4; #x 0.0



#w
One molecule with the formula C3H6N2, computed with wB97M-V/def2-TZVPD.

Structure (ORCA input):
```
! wB97M-V def2-TZVPD RIJCOSX def2/J DEFGRID3
* xyz 0 1
C 0.83 1.19 0.39
C 0.27 0.07 -0.51
C 0.32 1.59 -0.74
N -0.89 -0.72 -0.25
N -0.72 -1.67 0.84
H -0.16 -1.10 1.41
H 1.23 1.54 1.32
H 1.01 -0.40 -1.19
H 0.01 2.31 -1.46
H -1.77 -0.34 -0.22
H -0.12 -2.47 0.41
*
```

* E_HOMO: -0.323 hartree
* Kohn-Sham gap: 10.02 eV
* SMILES string: NNC1C=C1
* lowest unoccupied orbital energy: 1.2 eV



#x
C3H6N2 as an isolated structure, computed with wB97M-V/def2-TZVPD.

Structure (ORCA input):
```
! wB97M-V def2-TZVPD RIJCOSX def2/J DEFGRID3
* xyz 0 1
C 1.53 -0.34 0.08
N 0.25 -0.57 0.35
C -0.78 -0.12 -0.42
C -2.09 -0.13 0.12
N -3.16 -0.11 0.58
H 1.85 -0.36 -0.96
H 2.26 -0.55 0.84
H 1.03 1.47 -0.31
H 0.02 -0.69 1.33
H 0.23 1.54 -0.48
H -0.67 -0.16 -1.49
*
```

* E_HOMO: -0.304 hartree
* Kohn-Sham gap: 8.48 eV
* lowest unoccupied orbital energy: 0.2 eV



Energies relative to the minimum, kJ/mol: #w 65.8; #x 0.0